1.
7
Properties=species:S:1:pos:R:3:forces:R:3 method="wB97M-V/def2-TZVPD" relative_energy_kcal_mol=62.0 s_squared=0.766 homo_ev="-18.62 / -18.59" total_charge=+2 multiplicity=2
C -1.474250 1.875707 -0.058943 3.1 3.0 0.6
C -0.898338 2.974267 0.085137 -2.6 -1.5 -0.5
O 1.666104 1.581409 0.192027 -1.0 -2.6 -0.2
Y 0.966215 -0.389027 0.011717 0.4 3.4 0.1
H -0.932420 4.052787 0.127604 0.5 -0.1 0.0
O -1.175096 0.567523 -0.098195 0.2 -2.2 0.1
H -1.926907 0.016774 0.173435 -0.6 0.1 -0.2

***

2.
120
Properties=species:S:1:pos:R:3:forces:R:3 method="wB97M-V/def2-TZVPD" homo_ev=-8.10 smiles="CCCCOc1c(CCCN)c(CC=O)c(I)c2nsnc12.C[C@@H]1COC(=O)O1.C[C@@H]1COC(=O)O1.C[C@@H]1COC(=O)O1.C[C@@H]1COC(=O)O1.C[C@@H]1COC(=O)O1.C[C@@H]1COC(=O)O1"
C 1.385249 -0.564960 -1.073183 -0.3 -0.3 1.1
C 0.115673 0.424393 -0.617570 0.6 -2.0 -0.5
C -1.041905 -0.628809 -0.031171 0.8 0.0 0.6
C -2.160783 0.091468 0.921490 2.0 -1.2 1.1
O -3.006159 1.095431 0.268519 -0.1 -1.7 -3.7
C -3.233886 0.823077 -1.154676 -1.2 -1.2 -3.2
C -3.975867 -0.483434 -1.808125 1.7 3.4 -0.1
C -4.556544 -1.685736 -0.857380 -0.2 -0.1 -0.8
C -6.211783 -1.857152 -1.026308 0.1 0.0 0.3
C -6.679928 -3.421843 -1.221200 -1.3 0.2 0.0
N -5.820844 -4.434327 -0.491063 0.5 0.3 -2.1
C -4.131474 -0.566767 -3.467051 1.2 3.4 -0.9
C -4.818308 -1.855435 -4.257980 1.8 -0.3 0.2
C -3.533930 -2.647595 -4.979488 0.5 -5.5 0.0
O -3.423022 -3.986241 -5.010892 -0.9 8.2 0.3
C -3.600041 0.660556 -4.471383 -0.1 -0.7 3.7
I -3.860072 0.595797 -6.685190 0.2 0.0 2.2
C -2.870192 2.007563 -3.887657 -0.4 -0.6 0.8
N -2.353611 3.231099 -4.642812 -1.1 -3.6 6.0
S -1.739996 4.227547 -3.311587 -2.0 -4.3 0.7
N -2.061753 3.293244 -1.844112 -1.9 -3.2 -3.9
C -2.728339 1.991179 -2.239880 1.1 2.9 -0.9
H 2.383790 0.026562 -1.226531 -2.1 -1.2 0.0
H 1.587084 -1.323283 -0.174992 -0.4 1.6 -1.9
H 1.074202 -1.234279 -1.988651 0.7 1.5 1.6
H -0.214653 0.970955 -1.597705 0.4 -0.7 2.2
H 0.499444 1.124772 0.237810 -1.0 -1.1 -1.8
H -1.485219 -1.327118 -0.876128 0.8 1.7 1.7
H -0.427933 -1.365137 0.681083 -1.5 1.6 -1.3
H -1.551029 0.671429 1.768724 -1.5 -1.1 -2.2
H -2.767132 -0.744557 1.517126 0.9 1.9 -1.6
H -4.379820 -1.544730 0.290615 0.0 0.1 -2.5
H -3.973131 -2.670798 -1.166062 -1.3 2.0 0.6
H -6.693032 -1.453665 -0.015770 1.0 -0.8 -2.2
H -6.635701 -1.178357 -1.912024 1.0 -1.6 1.9
H -6.782040 -3.729804 -2.352455 0.1 0.9 1.9
H -7.769907 -3.504839 -0.753135 2.4 0.3 -1.3
H -6.354122 -5.331429 -0.504558 0.7 1.2 0.1
H -4.990506 -4.598358 -1.135989 -1.2 0.2 1.2
H -5.304299 -2.644023 -3.543322 0.9 1.7 -1.3
H -5.562301 -1.542839 -5.107105 1.5 -0.4 1.7
H -2.653268 -1.995511 -5.453076 -1.9 -1.2 1.0
C 4.810246 -2.114793 -5.203069 -0.1 -0.5 0.3
C 4.188332 -0.865156 -4.611376 0.2 -1.0 -1.0
C 4.854231 0.401852 -5.056776 0.2 0.2 -1.0
O 4.635315 1.273094 -3.962375 -0.3 -0.3 1.2
C 4.498619 0.482740 -2.857025 0.0 0.5 1.7
O 4.494807 0.896012 -1.708925 0.1 -0.7 -2.2
O 4.369613 -0.833545 -3.204374 0.1 1.3 0.7
H 5.796610 -2.312215 -4.768506 -0.1 0.3 -0.1
H 4.189204 -2.987528 -4.973957 0.1 0.1 -0.1
H 4.907119 -2.038710 -6.290041 -0.1 0.1 0.1
H 3.112008 -0.843448 -4.817451 0.1 0.1 0.0
H 4.400798 0.806760 -5.966653 0.1 0.1 0.3
H 5.934309 0.299359 -5.212519 -0.1 -0.1 0.1
C -2.865209 0.240425 7.156429 0.3 0.0 0.5
C -2.092008 0.442745 5.868138 -0.8 0.4 1.1
C -2.899097 0.161557 4.636614 -0.8 0.5 -0.3
O -1.917190 -0.257682 3.706669 0.9 -0.6 0.8
C -0.886505 -0.777268 4.436643 2.0 -1.4 -0.8
O 0.042727 -1.411863 3.964667 -2.1 1.5 1.0
O -1.033035 -0.496317 5.766866 0.4 -0.3 -1.1
H -3.049503 -0.822819 7.346913 0.0 0.2 -0.2
H -2.282343 0.612069 8.006134 -0.2 0.0 -0.1
H -3.821452 0.771408 7.138098 0.2 0.0 -0.1
H -1.659398 1.449454 5.839881 -0.1 0.0 -0.1
H -3.417235 1.053754 4.271998 0.2 -0.2 -0.1
H -3.628538 -0.646497 4.764268 0.1 0.1 0.2
C 2.017217 3.193415 5.471914 -0.3 0.2 -0.4
C 1.842046 4.035316 6.720508 0.7 -0.5 -1.1
C 2.191304 3.309078 7.984513 0.8 -0.4 0.2
O 1.361145 3.934812 8.945759 -0.9 0.4 -0.2
C 0.277789 4.417896 8.268920 -2.2 1.0 1.1
O -0.735423 4.842124 8.800310 2.3 -1.0 -1.2
O 0.475080 4.361396 6.916965 -0.4 0.1 1.1
H 1.248561 2.415254 5.405820 0.2 0.0 0.2
H 1.904692 3.818225 4.579276 0.1 -0.1 0.1
H 3.004842 2.724117 5.439703 -0.1 0.1 0.1
H 2.406367 4.970531 6.629261 0.0 -0.1 0.1
H 3.245787 3.430480 8.250510 -0.2 0.0 0.1
H 1.951806 2.239853 7.957508 0.0 0.1 -0.2
C -10.965209 -4.022865 3.347388 0.3 0.0 0.5
C -10.192008 -3.820544 2.059096 -0.8 0.3 1.0
C -10.999097 -4.101733 0.827572 -0.8 0.5 -0.3
O -10.017190 -4.520972 -0.102373 1.0 -0.5 0.2
C -8.986505 -5.040558 0.627601 1.8 -1.4 -0.7
O -8.057273 -5.675152 0.155626 -2.8 1.0 1.3
O -9.133035 -4.759607 1.957825 0.4 -0.4 -1.3
H -11.149503 -5.086109 3.537872 0.0 0.2 -0.2
H -10.382343 -3.651220 4.197093 -0.2 0.0 -0.1
H -11.921452 -3.491882 3.329057 0.1 0.0 -0.1
H -9.759398 -2.813836 2.030840 0.0 -0.1 -0.1
H -11.517235 -3.209536 0.462957 0.2 -0.2 -0.1
H -11.728538 -4.909786 0.955227 0.1 0.1 0.2
C 6.885294 3.277932 -2.970519 -0.5 -0.5 -0.2
C 8.129704 3.332584 -3.834768 -0.7 0.0 1.3
C 8.555272 4.727453 -4.181678 0.2 0.6 0.5
O 9.199889 4.557535 -5.430796 -0.2 -0.7 -0.7
C 8.650661 3.446373 -6.004216 0.2 -0.9 -2.3
O 8.821766 3.112370 -7.165296 -0.4 0.8 2.6
O 7.880799 2.757835 -5.108042 0.6 0.5 -1.1
H 5.992921 3.561410 -3.539769 0.3 0.2 0.0
H 6.717493 2.254247 -2.618719 -0.1 0.6 -0.2
H 6.974442 3.930417 -2.097021 0.1 0.0 -0.1
H 8.944845 2.773346 -3.361259 0.0 0.1 -0.1
H 9.249946 5.140808 -3.444120 0.0 0.0 -0.3
H 7.718086 5.422941 -4.311091 0.0 -0.2 0.1
C 8.665506 -0.460799 1.513020 0.2 -0.5 0.1
C 9.058453 0.163150 0.188350 0.0 -0.2 1.3
C 8.280765 1.401130 -0.142889 -0.1 0.8 0.6
O 8.275725 1.399303 -1.558753 0.5 -1.3 -0.2
C 8.404339 0.096196 -1.946714 -0.3 -1.1 -2.2
O 8.241276 -0.303742 -3.087942 0.3 1.0 2.5
O 8.736842 -0.703323 -0.888361 -0.3 0.6 -1.2
H 7.675166 -0.926226 1.455237 0.1 0.3 -0.1
H 9.369033 -1.258312 1.775458 -0.1 0.2 0.0
H 8.667159 0.277312 2.320404 0.0 0.0 -0.2
H 10.137860 0.352064 0.163776 -0.1 0.1 -0.1
H 8.765191 2.305282 0.238250 -0.1 -0.1 -0.2
H 7.243803 1.376584 0.211282 0.1 -0.1 0.0

***

3.
40
Properties=species:S:1:pos:R:3:forces:R:3 method="wB97M-V/def2-TZVPD" relative_energy_kcal_mol=0.0 homo_ev=-8.30 smiles=CC(C)CNc1ncnc2c1cnn2Cc1ccccc1Cl
C 1.113418 -0.013560 -5.224197 0.3 0.0 0.2
C 1.856764 0.394451 -3.955441 -0.3 -0.1 0.1
C 1.236891 1.648670 -3.346432 0.3 -0.1 -0.1
C 1.842995 -0.773013 -2.951652 0.0 0.2 -0.4
N 2.622271 -0.509194 -1.772744 0.2 0.0 -0.1
C 2.197149 0.004856 -0.603358 0.1 0.0 0.3
N 3.176225 0.397623 0.220276 0.3 -0.2 -0.5
C 2.877552 0.883647 1.414032 -0.1 0.1 0.2
N 1.687829 1.053625 1.946171 -0.3 0.2 0.4
C 0.702467 0.656141 1.137128 0.6 -0.1 -0.7
C 0.855526 0.119308 -0.168303 0.1 0.3 0.7
C -0.479687 -0.117557 -0.576942 -0.2 0.0 0.0
N -1.327306 0.229566 0.358642 -0.6 -0.2 -0.3
N -0.617635 0.698235 1.395383 0.6 0.1 -0.2
C -1.245506 1.126851 2.617746 -0.2 0.0 0.2
C -2.100781 0.029624 3.194515 0.1 0.0 0.0
C -3.482183 0.158496 3.242096 0.1 0.0 0.1
C -4.278044 -0.851472 3.752107 -0.1 0.0 0.0
C -3.697461 -2.017829 4.219332 0.0 0.0 0.0
C -2.323423 -2.171501 4.175312 0.1 0.0 0.0
C -1.534934 -1.152979 3.664882 -0.2 0.0 0.0
Cl 0.184115 -1.369380 3.619799 0.0 -0.1 0.1
H 1.566092 -0.895584 -5.671585 0.0 -0.1 -0.1
H 0.073065 -0.237305 -4.998484 -0.2 0.0 0.0
H 1.139185 0.792276 -5.953298 0.0 0.0 -0.1
H 2.900902 0.609591 -4.211629 0.0 -0.1 0.0
H 0.194659 1.473472 -3.088445 -0.2 0.0 0.0
H 1.281899 2.473063 -4.054123 0.0 0.1 0.0
H 1.768463 1.946376 -2.445331 0.0 0.1 0.1
H 0.818807 -0.990921 -2.653622 0.0 -0.1 -0.1
H 2.254838 -1.665346 -3.435340 -0.2 0.0 0.0
H 3.623633 -0.441843 -1.893140 -0.1 0.0 0.1
H 3.722219 1.183147 2.021100 0.1 0.0 0.1
H -0.860491 -0.522088 -1.494015 -0.1 -0.1 -0.2
H -1.862871 2.008528 2.418130 0.1 -0.1 0.1
H -0.431805 1.393489 3.298713 -0.1 0.0 -0.1
H -3.935703 1.065207 2.870660 0.0 0.1 -0.1
H -5.350013 -0.729404 3.781177 -0.1 0.0 0.0
H -4.311476 -2.811452 4.616994 0.0 -0.1 0.0
H -1.857644 -3.075814 4.533885 0.1 -0.1 0.0